Version a
DFT (ωB97M-V/def2-TZVPD) results for a single C2H4N2S molecule.

## Properties
- lowest unoccupied orbital energy (alpha / beta) (eV) = -0.23 / -0.31
- multiplicity = 1
- total charge = 0
- Kohn-Sham gap (alpha / beta) (eV) = 9.63 / 7.95
- M (g mol⁻¹) = 88.14

Geometry (Å):
1 C 0.09 0.13 0.20
2 C 0.85 -0.99 -0.47
3 N 0.63 1.31 -0.40
4 N 1.42 -0.59 -1.74
5 S 2.60 -0.81 -0.67
6 H -0.99 -0.04 0.05
7 H 0.27 0.16 1.28
8 H 0.49 -2.01 -0.38
9 H -0.08 1.94 -0.76

Here are the Löwdin charges for atoms 1 to 8, given in e: -0.34, -0.64, 0.08, -0.34, 0.87, 0.11, 0.11, 0.09

Version b
DFT (ωB97M-V/def2-TZVPD) results for a single C2H4N2S molecule.

## Properties
- SMILES = C=NNC=S
- lowest unoccupied orbital energy (eV) = 0.31
- multiplicity = 1
- total charge = 0
- Kohn-Sham gap (eV) = 8.80
- M (g mol⁻¹) = 88.13

Geometry (Å):
1 C -1.16 -1.13 -0.08
2 N -1.13 0.17 -0.24
3 N -0.08 0.98 -0.01
4 C 1.22 0.66 -0.14
5 S 2.03 -0.61 -0.12
6 H -0.30 -1.88 0.38
7 H -2.12 -1.70 -0.03
8 H -0.17 1.89 0.05
9 H 1.72 1.61 0.18

Here are the Löwdin charges for atoms 1 to 8, given in e: -0.07, -0.04, -0.08, -0.85, 0.75, 0.08, 0.06, 0.07

Relative energies, in kJ/mol, with the most stable structure set to zero: version a 111.4; version b 0.0.

Version a
DFT (ωB97M-V/def2-TZVPD) results for 2 unconnected molecules or ions with the total composition C2H4N2S.

## Properties
- lowest unoccupied orbital energy (eV) = -0.18
- multiplicity = 1
- total charge = 0
- Kohn-Sham gap (eV) = 9.59
- M (g mol⁻¹) = 88.14

Geometry (Å):
1 C -0.73 1.35 0.54
2 C 0.22 -0.50 0.21
3 N -1.54 2.09 0.78
4 N -0.49 -0.94 -0.91
5 S 1.83 -0.02 -0.22
6 H 0.27 -1.07 1.17
7 H -1.33 -1.36 -0.91
8 H -0.35 -0.18 -1.65
9 H 2.12 0.63 1.01

Here are the Löwdin charges for atoms 1 to 8, given in e: -0.25, -0.67, -0.02, 0.00, 0.73, 0.10, 0.04, 0.13

Version b
DFT (ωB97M-V/def2-TZVPD) results for a single C2H4N2S molecule.

## Properties
- SMILES = CSNC#N
- lowest unoccupied orbital energy (eV) = 0.54
- multiplicity = 1
- total charge = 0
- Kohn-Sham gap (eV) = 10.16
- M (g mol⁻¹) = 88.14

Geometry (Å):
1 C 1.47 -0.14 0.44
2 S 0.26 1.20 0.24
3 N -0.86 0.38 -0.73
4 C -2.02 -0.26 -0.14
5 N -2.88 -0.80 0.37
6 H 2.37 0.30 0.85
7 H 1.67 -0.58 -0.53
8 H 1.06 -0.88 1.13
9 H -1.07 0.78 -1.64

Here are the Löwdin charges for atoms 1 to 8, given in e: -0.39, 0.82, -0.39, -0.33, 0.12, 0.03, 0.03, 0.03

Relative energies, in kJ/mol, with the most stable structure set to zero: version a 178.9; version b 0.0.

Version a
DFT (ωB97M-V/def2-TZVPD) results for a single C6H6N2 molecule.

## Properties
- SMILES = C#C/C(C=C)=N/N=C
- lowest unoccupied orbital energy (eV) = 0.10
- multiplicity = 1
- total charge = 0
- Kohn-Sham gap (eV) = 9.20
- M (g mol⁻¹) = 106.13

Geometry (Å):
1 C -1.67 -1.53 -2.60
2 C -1.07 -0.99 -1.66
3 C -0.40 -0.38 -0.57
4 C 1.09 -0.40 -0.66
5 C 1.84 0.33 0.13
6 N -1.13 0.39 0.17
7 N -0.58 1.30 1.05
8 C -0.65 1.19 2.34
9 H -2.08 -2.12 -3.39
10 H 1.39 -0.95 -1.51
11 H 1.54 0.72 1.11
12 H 2.91 0.31 -0.10
13 H -1.09 0.21 2.73
14 H -0.11 1.91 2.96

Here are the Löwdin charges for atoms 1 to 8, given in e: 0.14, -0.09, -0.33, -0.11, 0.03, 0.08, -0.07, -0.04

Version b
DFT (ωB97M-V/def2-TZVPD) results for a single C6H6N2 molecule.

## Properties
- SMILES = [H]/N=C1/C=CC(=C)C=N1
- lowest unoccupied orbital energy (eV) = -0.78
- multiplicity = 1
- total charge = 0
- Kohn-Sham gap (eV) = 8.28
- M (g mol⁻¹) = 106.13

Geometry (Å):
1 H 3.48 -1.04 0.08
2 N 3.02 -0.13 0.13
3 C 1.77 -0.11 0.00
4 C 1.07 1.14 -0.07
5 C -0.27 1.15 -0.06
6 C -1.14 0.01 0.01
7 C -2.47 -0.15 0.10
8 C -0.30 -1.19 -0.09
9 N 0.99 -1.28 -0.08
10 H 1.71 2.05 -0.12
11 H -0.75 2.11 -0.07
12 H -3.05 -1.11 0.13
13 H -3.10 0.66 0.16
14 H -0.95 -2.11 -0.12

Here are the Löwdin charges for atoms 1 to 8, given in e: 0.06, 0.16, -0.48, -0.02, -0.05, -0.28, 0.11, -0.10

Relative energies, in kJ/mol, with the most stable structure set to zero: version a 305.4; version b 0.0.

Version a
DFT (ωB97M-V/def2-TZVPD) results for a single C6H6N2 molecule.

## Properties
- SMILES = C=Cc1cncnc1
- lowest unoccupied orbital energy (eV) = -0.12
- multiplicity = 1
- total charge = 0
- Kohn-Sham gap (eV) = 9.19
- M (g mol⁻¹) = 106.13

Geometry (Å):
1 C 2.01 1.50 -0.37
2 C 1.51 0.28 -0.51
3 C 0.13 -0.15 -0.27
4 C -0.50 -1.39 -0.54
5 N -1.65 -1.90 -0.12
6 C -2.11 -1.09 0.97
7 N -1.86 0.23 1.10
8 C -0.65 0.77 0.47
9 H 1.39 2.45 -0.38
10 H 2.97 1.66 -0.58
11 H 2.19 -0.58 -0.64
12 H -0.09 -2.15 -1.24
13 H -3.06 -1.46 1.51
14 H -0.28 1.82 0.61

Here are the Löwdin charges for atoms 1 to 8, given in e: 0.01, -0.14, -0.22, -0.14, 0.07, -0.19, 0.05, -0.01

Version b
DFT (ωB97M-V/def2-TZVPD) results for a single C6H6N2 molecule.

## Properties
- SMILES = C#CC(=C)/C=N\N=C
- lowest unoccupied orbital energy (eV) = -0.45
- multiplicity = 1
- total charge = 0
- Kohn-Sham gap (eV) = 8.18
- M (g mol⁻¹) = 106.13

Geometry (Å):
1 C 0.95 2.19 0.07
2 C 0.95 1.00 -0.24
3 C 1.09 -0.39 -0.12
4 C 2.45 -0.76 0.08
5 C 0.11 -1.43 -0.08
6 N -1.20 -1.14 -0.12
7 N -1.61 0.19 -0.11
8 C -2.89 0.32 0.04
9 H 0.70 3.32 -0.17
10 H 3.05 -1.75 0.31
11 H 3.00 0.22 0.04
12 H 0.45 -2.40 -0.16
13 H -3.65 -0.61 0.44
14 H -3.40 1.26 0.02

Here are the Löwdin charges for atoms 1 to 8, given in e: 0.10, -0.18, -0.33, 0.10, -0.09, 0.00, -0.08, -0.04

Version c
DFT (ωB97M-V/def2-TZVPD) results for a molecular structure, C6H6N2.

## Properties
- lowest unoccupied orbital energy (eV) = 0.56
- multiplicity = 1
- total charge = 0
- Kohn-Sham gap (eV) = 8.47
- M (g mol⁻¹) = 106.13

Geometry (Å):
1 C -2.19 -1.22 -0.04
2 C -1.91 -0.05 0.50
3 C 0.38 -1.49 -0.58
4 C -0.89 -0.94 -0.69
5 C -0.98 0.51 -0.52
6 C 1.76 1.68 0.16
7 N 1.35 -0.57 -0.33
8 N 0.87 0.57 -0.09
9 H -2.92 -1.91 -0.08
10 H -1.94 0.24 1.54
11 H 0.64 -2.53 -0.42
12 H 2.72 1.32 -0.31
13 H 1.40 2.52 -0.42
14 H 1.71 1.86 1.29

Here are the Löwdin charges for atoms 1 to 8, given in e: 0.03, -0.12, -0.13, -0.23, 0.08, -0.06, 0.04, -0.15

Version d
DFT (ωB97M-V/def2-TZVPD) results for a single C6H6N2 molecule.

## Properties
- SMILES = N#CC1=C(N)CC=C1
- lowest unoccupied orbital energy (eV) = 0.54
- multiplicity = 1
- total charge = 0
- Kohn-Sham gap (eV) = 8.55
- M (g mol⁻¹) = 106.13

Geometry (Å):
1 N -0.97 2.80 0.61
2 C -0.67 1.68 0.43
3 C -0.09 0.38 0.31
4 C -0.05 -0.36 -0.84
5 N -0.24 -0.22 -2.16
6 C 0.52 -1.73 -0.35
7 C 0.86 -1.52 1.15
8 C 0.48 -0.30 1.52
9 H -0.72 0.64 -2.48
10 H -0.05 -1.07 -2.86
11 H 1.36 -2.17 -0.91
12 H -0.40 -2.43 -0.42
13 H 1.37 -2.27 1.80
14 H 0.62 0.33 2.40

Here are the Löwdin charges for atoms 1 to 8, given in e: 0.12, -0.20, -0.23, -0.29, 0.10, -0.11, -0.10, -0.06

Relative energies, in kJ/mol, with the most stable structure set to zero: version a 96.7; version b 477.8; version c 539.4; version d 0.0.

Version a
DFT (ωB97M-V/def2-TZVPD) results for 9 unconnected molecules or ions with the total composition C5H27N2O9.

## Properties
- lowest unoccupied orbital energy (alpha / beta) (eV) = -7.94 / -12.36
- multiplicity = 2
- total charge = +2
- Kohn-Sham gap (alpha / beta) (eV) = 8.54 / 3.74
- M (g mol⁻¹) = 259.28

Geometry (Å):
1 O 0.90 -1.92 -1.62
2 C 0.87 -1.84 -0.44
3 C 0.78 -0.35 0.10
4 C -0.05 -0.22 1.41
5 C 0.65 0.65 2.42
6 C 1.90 2.68 2.21
7 N 1.11 1.87 1.66
8 N 0.06 0.44 -0.95
9 H 0.82 -2.60 0.35
10 H 1.82 -0.12 0.33
11 H -0.31 -1.19 1.86
12 H -1.10 0.00 1.17
13 H -0.02 1.01 3.20
14 H 1.55 0.22 2.88
15 H 2.04 3.62 1.66
16 H 2.35 2.76 3.21
17 H 0.69 1.02 -1.53
18 H -0.48 1.16 -0.46
19 H -0.55 -0.17 -1.58
20 H -2.51 -4.07 -1.24
21 H -2.82 -2.92 -0.24
22 O -2.35 -3.14 -1.06
23 H 3.40 -3.57 -0.28
24 H 3.50 -2.78 1.11
25 O 3.23 -2.75 0.18
26 H -2.28 -0.92 -3.18
27 H -1.66 -1.69 -2.07
28 O -1.91 -0.76 -2.30
29 H -1.64 2.31 0.91
30 H -1.76 3.48 -0.15
31 O -1.92 2.53 0.01
32 H 1.54 2.38 -4.02
33 H 0.50 3.24 -3.45
34 O 0.98 2.43 -3.25
35 H 3.00 1.99 -0.19
36 H 4.18 1.22 -0.44
37 O 3.80 1.74 0.28
38 H -2.85 -1.57 3.13
39 H -3.25 -0.96 1.65
40 O -2.64 -1.50 2.20
41 H -3.97 -0.04 -0.53
42 H -3.78 1.22 0.22
43 O -3.95 0.28 0.39

Here are the Löwdin charges for atoms 1 to 8, given in e: 0.33, -0.03, -0.14, -0.15, -0.16, -0.01, -0.03, 0.23

Version b
DFT (ωB97M-V/def2-TZVPD) results for 9 unconnected molecules or ions with the total composition C5H27N2O9.

## Properties
- lowest unoccupied orbital energy (alpha / beta) (eV) = -7.10 / -10.77
- multiplicity = 2
- total charge = +2
- Kohn-Sham gap (alpha / beta) (eV) = 9.36 / 5.67
- M (g mol⁻¹) = 259.28

Geometry (Å):
1 O -0.54 3.00 0.82
2 C -1.69 2.94 0.56
3 C -1.90 2.56 -0.90
4 C -0.55 2.37 -1.68
5 C -0.13 0.92 -1.78
6 C 0.39 0.42 -2.96
7 N 1.19 -0.91 -3.11
8 N -0.50 0.21 -0.65
9 H -2.64 3.10 1.09
10 H -2.46 1.63 -1.00
11 H -2.64 3.34 -1.35
12 H -0.65 2.80 -2.73
13 H 0.27 3.20 -1.37
14 H 0.67 1.04 -3.86
15 H 0.61 -1.53 -3.69
16 H 2.06 -0.89 -3.58
17 H 1.23 -1.39 -2.26
18 H -0.84 0.58 0.09
19 H -0.63 -0.89 -0.86
20 H -2.71 -2.63 -1.78
21 H -3.73 -2.41 -0.76
22 O -2.93 -1.99 -1.09
23 H 3.57 -2.11 -0.61
24 H 1.96 -2.46 -0.86
25 O 2.84 -2.50 -1.23
26 H 0.24 -1.77 2.82
27 H -0.87 -2.86 2.81
28 O -0.58 -2.05 2.30
29 H 1.00 -0.01 3.75
30 H 2.13 -1.02 3.66
31 O 1.22 -1.01 3.83
32 H 3.81 0.63 0.52
33 H 2.58 0.96 1.31
34 O 2.97 0.25 0.73
35 H -1.79 -0.10 2.27
36 H -1.10 1.09 2.74
37 O -1.44 0.71 2.00
38 H -0.21 -3.25 -0.51
39 H -0.15 -2.37 0.71
40 O 0.28 -2.36 -0.33
41 H 0.32 1.09 1.91
42 H 0.52 2.27 2.51
43 O 0.84 1.39 2.55

Here are the Löwdin charges for atoms 1 to 8, given in e: 0.04, -0.23, -0.12, -0.11, -0.17, 0.16, 0.28, 0.33

Relative energies, in kJ/mol, with the most stable structure set to zero: version a 0.0; version b 88.5.

Version a
DFT (ωB97M-V/def2-TZVPD) results for 2 unconnected molecules or ions with the total composition CH7NO2.

## Properties
- SMILES = NCO.O
- lowest unoccupied orbital energy (eV) = 0.75
- multiplicity = 1
- total charge = 0
- Kohn-Sham gap (eV) = 10.82
- M (g mol⁻¹) = 65.07

Geometry (Å):
1 N 0.16 0.10 0.48
2 C 0.85 0.20 -0.79
3 O 2.26 0.30 -0.66
4 H 0.03 -0.85 0.79
5 H 0.63 0.67 1.17
6 H 0.57 -0.66 -1.39
7 H 0.51 1.10 -1.31
8 H 2.63 -0.59 -0.64
9 O -2.76 -0.26 0.50
10 H -3.08 0.29 1.22
11 H -1.80 -0.29 0.64

Here are the Löwdin charges for atoms 1 to 8, given in e: 0.01, -0.34, -0.06, 0.07, 0.09, 0.12, 0.11, 0.08

Version b
DFT (ωB97M-V/def2-TZVPD) results for 3 unconnected molecules or ions with the total composition CH7NO2.

## Properties
- SMILES = C=N.O.O
- lowest unoccupied orbital energy (eV) = 0.68
- multiplicity = 1
- total charge = 0
- Kohn-Sham gap (eV) = 11.08
- M (g mol⁻¹) = 65.07

Geometry (Å):
1 C 2.50 -0.14 0.72
2 N 3.07 -0.27 -0.49
3 H 2.82 0.63 1.47
4 H 2.02 -1.04 1.05
5 H 2.55 -1.02 -0.95
6 O -1.27 -0.36 -2.01
7 H -1.05 -0.02 -1.19
8 H -0.50 -0.30 -2.57
9 O -3.03 0.91 1.19
10 H -3.32 0.10 1.52
11 H -3.80 1.50 1.27

Here are the Löwdin charges for atoms 1 to 8, given in e: -0.10, -0.01, 0.07, 0.04, 0.01, -0.02, -0.02, 0.03

Relative energies, in kJ/mol, with the most stable structure set to zero: version a 0.0; version b 130.5.